A molecular structure, C12H5BaF11N2O5Sb. Source: OMol25; level of theory: wB97M-V/def2-TZVPD.

The geometry in ORCA input format:
```
! wB97M-V def2-TZVPD RIJCOSX def2/J DEFGRID3
* xyz 0 2
Ba 0.01 1.29 0.84
C 3.88 0.62 -1.33
C 3.62 0.27 0.09
N 2.44 0.02 0.63
C 2.67 -0.25 1.97
C 4.01 -0.14 2.22
N 4.59 0.17 1.02
C 4.91 -0.28 3.40
O 4.35 -0.55 4.55
O 6.10 -0.15 3.23
C 1.55 -0.56 2.93
O 1.84 -0.69 4.13
O 0.39 -0.65 2.43
H 2.96 0.53 -1.90
H 4.63 -0.04 -1.77
H 4.24 1.65 -1.42
H 5.58 0.30 0.92
H 3.34 -0.60 4.46
F -6.44 3.60 -1.99
C -5.37 2.90 -1.70
C -4.23 3.02 -2.52
F -4.27 3.83 -3.56
C -3.11 2.30 -2.21
F -2.03 2.39 -2.95
C -3.08 1.41 -1.07
O -2.06 0.75 -0.80
C -4.28 1.33 -0.27
F -4.26 0.54 0.78
C -5.39 2.06 -0.58
F -6.49 1.99 0.15
F 1.40 3.46 1.73
Sb 0.43 4.86 0.82
F 2.01 5.66 0.24
F 0.50 3.57 -0.62
F -0.70 5.95 -0.19
F -1.07 3.73 1.35
F 0.27 5.87 2.37
*
```

Summary:
HOMO energy (spin up / spin down) (Eh): -0.3532 / -0.3532
Frontier orbital gap (spin up / spin down) (eV): 8.81 / 5.54
Energy (hartree): -2310.5526
Energy above the lowest of the compared OMol25 structures with the same formula, charge and spin (kcal/mol): 12.7
LUMO (spin up / spin down) (hartree): -0.0294 / -0.1497

2 unconnected molecules or ions with the total composition C6H10. Source: OMol25; level of theory: wB97M-V/def2-TZVPD.

The geometry in ORCA input format:
```
! wB97M-V def2-TZVPD RIJCOSX def2/J DEFGRID3
* xyz 0 1
C -0.74 -1.04 1.91
C -0.19 -0.23 0.78
C 1.09 -0.22 0.33
C 1.32 0.69 -0.76
C -0.04 1.29 -1.02
C -1.04 0.71 -0.01
H -1.60 -1.64 1.58
H 0.02 -1.71 2.33
H -1.10 -0.38 2.71
H 1.87 -0.85 0.76
H 2.05 -0.59 -2.63
H 1.99 -1.14 -3.14
H 0.04 2.38 -0.97
H -0.31 1.07 -2.06
H -1.88 0.18 -0.47
H -1.49 1.48 0.65
*
```

Summary:
HOMO energy (Eh): -0.2910
Frontier orbital gap (eV): 7.80
Energy (hartree): -234.4589
Energy above the lowest of the compared OMol25 structures with the same formula, charge and spin (kcal/mol): 90.1
LUMO (hartree): -0.0045

Question: Which value of energy above the lowest of the compared OMol25 structures with the same formula, charge and spin does entry 1 give?
Answer: 12.7 kcal/mol